[1]
Density functional theory data (ωB97M-V/def2-TZVPD) for C38H53As2BrKN6OS2 as an isolated structure.

Each line ends with the Mulliken charge.
Atoms and positions in Å:
K: -0.552 1.401 1.121  0.623
C: -5.129 2.157 3.141  -1.656
C: -3.957 1.925 2.229  -0.071
N: -2.825 2.537 2.318  1.417
N: -2.704 3.425 3.335  -1.364
C: -1.651 4.219 3.280  0.103
N: -1.548 5.028 4.385  -0.440
S: -0.464 4.463 2.062  -0.429
C: -4.126 0.959 1.122  0.278
C: -5.387 0.418 0.832  -0.567
C: -5.534 -0.415 -0.256  -1.011
C: -4.426 -0.710 -1.042  -0.639
C: -3.212 -0.156 -0.666  -1.057
N: -3.060 0.640 0.377  1.671
H: -4.825 2.813 3.951  0.405
H: -5.486 1.213 3.552  0.333
H: -5.959 2.625 2.606  0.323
H: -2.047 4.709 5.198  0.230
H: -0.650 5.465 4.519  0.237
H: -6.233 0.651 1.457  0.484
H: -6.505 -0.833 -0.493  0.386
H: -4.501 -1.332 -1.922  0.628
H: -2.310 -0.359 -1.226  0.163
C: -3.285 4.877 -0.118  -1.236
As: -2.165 3.437 -0.837  0.941
C: -3.491 2.883 -2.203  -1.352
C: -1.058 4.540 -2.062  0.330
C: -1.636 5.481 -2.911  -0.565
C: -0.869 6.263 -3.754  -0.768
C: 0.510 6.116 -3.759  -0.786
C: 1.097 5.181 -2.927  -0.406
C: 0.331 4.385 -2.077  -0.116
As: 1.191 3.062 -0.893  0.758
C: 2.366 4.334 0.041  -1.327
C: 2.579 2.407 -2.122  -1.601
H: -3.629 5.547 -0.906  0.487
H: -2.709 5.425 0.626  0.233
H: -4.146 4.418 0.369  0.315
H: -3.889 3.733 -2.758  0.501
H: -4.316 2.376 -1.697  0.304
H: -3.032 2.184 -2.903  0.287
H: -2.711 5.611 -2.915  0.162
H: -1.344 6.988 -4.405  0.381
H: 1.124 6.731 -4.406  0.377
H: 2.176 5.074 -2.937  0.207
H: 3.035 4.826 -0.667  0.437
H: 2.954 3.790 0.785  0.354
H: 1.762 5.078 0.558  0.351
H: 3.224 3.209 -2.482  0.667
H: 2.127 1.895 -2.970  0.424
H: 3.183 1.686 -1.566  0.316
C: 5.047 -4.191 2.689  -2.038
C: 4.740 -4.075 1.197  1.779
C: 4.326 -5.463 0.691  -1.543
C: 6.021 -3.643 0.473  -1.754
C: 3.633 -3.064 0.924  0.530
C: 3.085 -2.245 1.905  0.179
C: 2.099 -1.345 1.571  -0.126
Br: 1.334 -0.284 2.961  -0.233
C: 1.594 -1.115 0.259  -0.657
O: 0.728 -0.204 0.049  0.827
C: 2.162 -1.981 -0.732  -0.244
C: 3.135 -2.896 -0.364  -1.143
C: 1.787 -1.932 -2.216  2.845
C: 0.603 -1.023 -2.545  -1.623
C: 1.421 -3.347 -2.702  -1.900
C: 2.990 -1.429 -3.026  -1.656
H: 5.833 -4.930 2.845  0.456
H: 4.172 -4.506 3.252  0.293
H: 5.393 -3.247 3.101  0.381
H: 5.098 -6.198 0.920  0.472
H: 4.170 -5.467 -0.385  0.319
H: 3.397 -5.781 1.164  0.228
H: 6.831 -4.351 0.659  0.483
H: 6.337 -2.658 0.814  0.370
H: 5.861 -3.586 -0.602  0.278
H: 3.394 -2.310 2.936  0.340
H: 3.560 -3.511 -1.147  0.183
H: -0.299 -1.365 -2.048  -0.352
H: 0.437 -1.047 -3.624  0.623
H: 0.770 0.002 -2.220  -0.094
H: 0.685 -3.798 -2.038  0.099
H: 2.283 -4.008 -2.744  0.376
H: 0.996 -3.298 -3.704  0.516
H: 3.243 -0.410 -2.739  0.234
H: 2.763 -1.438 -4.093  0.465
H: 3.867 -2.053 -2.857  0.266
C: -2.147 -3.538 -0.951  -1.587
C: -1.725 -3.420 0.474  1.172
C: -0.590 -3.958 0.993  -0.503
C: -0.355 -3.772 2.382  1.038
N: -1.162 -3.121 3.167  -0.533
C: -2.295 -2.568 2.658  -0.244
S: -3.376 -1.711 3.574  -0.381
N: -2.536 -2.741 1.312  0.008
C: 0.872 -4.362 2.996  -0.605
H: -1.617 -4.357 -1.429  0.486
H: -1.918 -2.624 -1.491  -0.002
H: -3.220 -3.712 -1.025  0.511
H: 0.104 -4.500 0.373  0.204
H: -3.371 -2.282 0.954  0.015
H: 0.941 -5.424 2.756  0.343
H: 0.852 -4.223 4.071  0.375
H: 1.756 -3.869 2.580  -0.196

Atoms 1-2, force components in eV/Å:
K -0.716 0.690 0.766
C 0.128 0.082 0.080

Properties
Largest force on an atom in eV/A: 1.3
LUMO level in Eh: 0.0781
Net charge: -1
Kohn-Sham gap in eV: 6.61
Relative energy (zero: lowest compared OMol25 entry of this formula, charge and spin) in kJ/mol: 75.16


[2]
Density functional theory data (ωB97M-V/def2-TZVPD) for one molecule with the formula C17H22N2O2.

Each line ends with the Mulliken charge.
Atoms and positions in Å:
C: 1.802 3.659 -3.186  -1.593
H: 2.399 3.989 -2.338  0.374
H: 2.022 4.307 -4.032  0.438
H: 0.751 3.784 -2.933  0.353
C: 2.145 2.209 -3.545  1.671
C: 3.608 2.130 -3.985  -1.792
H: 4.260 2.464 -3.182  0.372
H: 3.873 1.104 -4.226  0.372
H: 3.775 2.754 -4.859  0.434
C: 1.247 1.707 -4.682  -1.595
H: 1.451 0.659 -4.890  0.371
H: 1.448 2.279 -5.586  0.440
H: 0.189 1.811 -4.449  0.357
C: 1.970 1.311 -2.308  0.209
O: 2.884 0.682 -1.823  -0.685
N: 0.696 1.300 -1.824  0.064
C: 0.176 0.608 -0.727  0.759
C: -1.178 0.758 -0.445  -0.974
C: -1.776 0.107 0.622  0.831
C: -0.995 -0.721 1.432  -0.309
C: 0.367 -0.876 1.154  0.622
C: 0.945 -0.221 0.084  -1.100
H: 1.994 -0.346 -0.123  0.725
C: 1.165 -1.765 2.060  -0.859
C: 0.299 -2.947 2.473  -0.808
C: -0.989 -2.475 3.114  0.671
O: -1.505 -3.038 4.059  -0.675
N: -1.553 -1.378 2.533  -0.080
C: -2.847 -0.921 3.000  -0.849
C: -3.789 -0.770 1.813  -0.771
C: -3.242 0.314 0.892  -0.996
H: -3.790 0.328 -0.052  0.429
H: -3.377 1.293 1.362  0.319
H: -4.790 -0.511 2.159  0.395
H: -3.846 -1.721 1.279  0.307
H: -3.210 -1.661 3.716  0.430
H: -2.730 0.041 3.512  0.279
H: 0.812 -3.601 3.178  0.333
H: 0.034 -3.538 1.590  0.315
H: 2.072 -2.105 1.561  0.385
H: 1.463 -1.202 2.951  0.300
H: -1.787 1.398 -1.070  0.417
H: 0.016 1.863 -2.313  0.114

Atoms 1-2, force components in eV/Å:
C 0.036 -0.169 -0.013
H 0.036 0.083 0.084

Properties
Largest force on an atom in eV/A: 0.8
LUMO level in Eh: 0.0192
SMILES string: CC(C)(C)C(=O)Nc1cc2c3c(c1)CCC(=O)N3CCC2
Net charge: 0
Kohn-Sham gap in eV: 8.31
Relative energy (zero: lowest compared OMol25 entry of this formula, charge and spin) in kJ/mol: 0.00


[3]
Density functional theory data (ωB97M-V/def2-TZVPD) for C25H51AlBBrClF10I2KN5O6P2 as an isolated structure.

Each line ends with the Mulliken charge.
Atoms and positions in Å:
C: -2.822 2.270 5.731  -1.326
C: -3.423 1.311 4.694  -0.652
P: -4.568 1.955 3.472  0.010
C: -3.754 3.261 2.464  -0.136
C: -3.390 4.600 3.125  -1.030
C: -6.271 2.349 4.003  -0.182
C: -6.980 3.278 4.706  -0.152
I: -6.295 4.939 5.703  0.287
N: -8.299 2.927 4.662  0.322
C: -8.477 1.785 3.955  -0.701
B: -9.866 1.026 3.635  0.664
C: -10.504 -0.009 4.593  -0.944
O: -10.438 1.400 2.472  -0.569
N: -7.262 1.449 3.587  0.321
C: -6.811 0.272 2.821  -0.841
C: -6.279 0.582 1.423  0.377
O: -5.291 0.120 1.062  -0.103
I: -7.316 1.930 0.012  0.041
H: -1.921 2.720 5.332  0.372
H: -3.506 3.018 6.110  0.223
H: -2.478 1.667 6.563  0.399
H: -2.510 0.881 4.009  0.295
H: -3.849 0.441 5.160  0.630
H: -2.871 2.803 2.032  0.362
H: -4.403 3.483 1.611  0.300
H: -3.202 4.471 4.180  0.239
H: -4.258 5.255 3.051  0.144
H: -2.591 5.113 2.607  0.344
H: -9.096 3.394 5.066  0.205
H: -11.080 0.567 5.321  0.304
H: -11.209 -0.670 4.108  0.344
H: -9.741 -0.547 5.146  0.430
H: -10.641 0.651 1.900  0.332
H: -5.985 -0.147 3.375  0.326
H: -7.595 -0.480 2.828  0.650
Cl: -5.539 1.156 -1.877  -0.280
C: 1.744 2.473 -1.268  -0.908
C: 0.866 2.135 -0.077  -0.430
O: -0.267 2.984 0.065  -0.428
C: -1.188 2.983 -0.998  -0.685
C: -1.821 1.624 -1.247  -1.281
H: 2.026 3.525 -1.248  0.305
H: 2.648 1.865 -1.254  0.382
H: 1.235 2.287 -2.218  0.247
H: 1.440 2.257 0.839  0.385
H: 0.554 1.082 -0.108  0.244
H: -0.729 3.368 -1.914  0.423
H: -1.968 3.691 -0.719  0.337
H: -1.085 0.908 -1.610  0.286
H: -2.613 1.702 -2.000  0.481
H: -2.252 1.222 -0.322  0.640
O: -8.173 0.498 7.029  -0.581
H: -8.662 0.783 7.810  0.324
H: -8.419 1.129 6.349  0.318
O: 8.107 0.421 -2.054  -0.838
P: 7.427 -0.009 -3.314  0.717
N: 6.025 1.007 -3.251  0.060
C: 4.674 0.604 -3.545  -0.801
C: 6.255 2.443 -3.218  -1.028
N: 7.067 -1.632 -2.889  0.174
C: 5.787 -2.288 -3.075  -1.090
C: 7.727 -2.174 -1.707  -1.028
N: 7.238 -0.416 -4.992  0.005
C: 8.295 -1.349 -5.471  -1.093
C: 7.259 0.733 -5.924  -1.016
H: 4.558 0.139 -4.533  0.311
H: 3.992 1.456 -3.530  0.579
H: 4.296 -0.088 -2.786  0.060
H: 6.516 2.856 -4.204  0.329
H: 7.073 2.684 -2.537  0.313
H: 5.378 2.978 -2.854  0.339
H: 5.093 -2.060 -2.249  0.138
H: 5.916 -3.374 -3.103  0.607
H: 5.321 -2.023 -4.022  0.327
H: 7.248 -1.838 -0.779  0.329
H: 8.773 -1.887 -1.676  0.343
H: 7.697 -3.264 -1.735  0.351
H: 9.291 -0.901 -5.410  0.360
H: 8.101 -1.625 -6.507  0.415
H: 8.300 -2.268 -4.894  0.333
H: 8.135 1.371 -5.782  0.360
H: 6.362 1.341 -5.821  0.273
H: 7.262 0.374 -6.952  0.376
K: -1.939 -0.995 -1.665  0.972
Br: -1.835 -0.701 4.005  -0.499
C: 4.292 -5.960 -2.187  -0.892
C: 4.653 -5.910 -0.694  1.025
C: 3.654 -6.508 0.298  0.008
F: 2.466 -5.859 0.274  -0.223
F: 4.140 -6.396 1.559  -0.277
F: 4.942 -4.634 -0.342  -0.257
F: 5.799 -6.625 -0.545  -0.336
O: 3.746 -4.778 -2.762  -0.222
C: 2.434 -4.477 -2.729  0.765
C: 2.231 -3.175 -1.967  0.664
F: 2.659 -3.263 -0.703  -0.220
F: 0.894 -2.833 -1.910  -0.270
F: 1.668 -5.476 -2.243  -0.312
F: 2.021 -4.259 -4.006  -0.334
H: 5.253 -6.082 -2.730  0.451
H: 3.708 -6.843 -2.443  0.396
H: 3.486 -7.567 0.090  0.278
H: 2.772 -2.365 -2.460  -0.210
F: -4.453 -0.902 -1.384  -0.642
Al: -6.794 4.234 1.729  0.561
F: 6.211 -5.570 -4.123  -0.695

Atoms 1-2, force components in eV/Å:
C 0.381 -0.838 -0.045
C -0.268 2.447 0.439

Properties
Largest force on an atom in eV/A: 5.7
LUMO level in Eh: -0.2734
Net charge: +1
Kohn-Sham gap in eV: 1.13


[4]
Density functional theory data (ωB97M-V/def2-TZVPD) for one molecule with the formula C5H7FO2.

Each line ends with the Mulliken charge.
Atoms and positions in Å:
C: 2.327 0.491 -0.390  -0.215
C: 1.058 -0.117 -0.807  -0.368
C: -0.072 -0.114 -0.151  0.391
C: -1.427 -0.628 -0.588  -0.402
C: -1.582 0.196 1.449  -0.144
H: 2.071 1.304 0.272  0.237
H: 2.955 -0.247 0.120  0.208
H: 1.059 -0.625 -1.740  0.357
H: -1.587 -1.681 -0.431  0.251
H: -1.712 -0.399 -1.636  0.282
H: -1.587 -0.792 1.945  0.279
H: -1.961 1.004 2.084  0.209
O: -2.319 0.048 0.283  -0.377
O: -0.278 0.587 1.034  -0.406
F: 3.055 0.974 -1.444  -0.302

Atoms 1-2, force components in eV/Å:
C -0.049 -0.332 1.134
C 0.276 -0.394 -0.716

Properties
Largest force on an atom in eV/A: 1.5
LUMO level in Eh: 0.0323
SMILES string: FC/C=C1/COCO1
Net charge: 0
Kohn-Sham gap in eV: 10.08
Relative energy (zero: lowest compared OMol25 entry of this formula, charge and spin) in kJ/mol: 56.65